Run A
24
Properties=species:S:1:pos:R:3:lowdin_charge:R:1 method="wB97M-V/def2-TZVPD" e_lumo_ev=-4.792 charge=+1
C 0.02 -0.27 3.07 -0.2579
C 0.41 -0.63 1.77 -0.2415
C 0.72 0.54 0.96 -0.5382
C 0.47 -1.97 1.59 -0.0631
C 1.13 1.70 -0.95 -0.2535
C 0.94 2.80 0.09 -0.3934
C -0.46 -1.23 -2.36 -0.1180
N -0.45 0.03 4.06 0.2197
N -1.85 -0.85 0.19 0.0118
N 0.47 0.55 -0.37 -0.1235
N 0.42 -3.13 1.44 0.3044
O -1.90 0.95 -1.61 -0.2594
P -1.11 -0.14 -1.08 0.5740
S 1.29 1.96 1.63 1.1519
H 0.77 1.95 -2.01 0.1663
H 2.23 1.54 -0.91 0.1296
H 1.53 3.72 -0.14 0.1092
H -0.24 3.10 0.13 0.1600
H -0.21 -2.26 -2.09 0.0637
H -1.20 -1.25 -3.21 0.1004
H 0.42 -0.74 -2.58 0.0058
H -2.77 -0.66 0.38 0.0583
H 0.98 -3.99 1.50 0.1580
H -1.60 -1.75 0.49 0.0356

Run B
24
Properties=species:S:1:pos:R:3:lowdin_charge:R:1 method="wB97M-V/def2-TZVPD" e_lumo_ev=-4.620 charge=+1
C 2.88 -0.65 -0.15 -0.2239
C 1.46 -0.71 0.14 -0.2256
C 0.90 0.59 0.29 -0.5604
C 0.90 -1.88 0.52 -0.1335
C -0.89 2.23 0.34 -0.1724
C 0.35 3.01 0.17 -0.3711
C -1.74 -0.69 -1.64 -0.1070
N 4.03 -0.74 -0.18 0.2156
N -0.89 -1.78 1.03 -0.0072
N -0.37 0.84 0.20 -0.1404
N 1.32 -3.13 0.48 0.1857
O -2.79 0.06 0.82 -0.2468
P -1.63 -0.53 0.21 0.5807
S 1.87 2.00 0.50 1.1043
H -1.47 2.39 1.35 0.1803
H -1.52 2.22 -0.54 0.1254
H 0.48 3.39 -0.88 0.1091
H 0.36 3.83 0.88 0.0887
H -1.85 -1.73 -1.85 0.0450
H -2.68 -0.20 -1.88 0.0638
H -0.84 -0.29 -2.14 0.0666
H -0.74 -1.21 1.91 0.0970
H 2.21 -3.17 -0.12 0.1816
H 0.64 -3.89 0.55 0.1445

What is the stability order? It is run B, run A, from most stable to least stable.

Run A
16
Properties=species:S:1:pos:R:3:lowdin_charge:R:1 method="wB97M-V/def2-TZVPD" e_lumo_ev=0.817
C -0.76 0.63 1.84 -0.2153
C -1.33 -1.95 -0.52 -0.1659
N -0.11 0.81 0.58 -0.4140
N 1.38 0.20 -1.43 -0.2069
N -0.94 -1.97 -1.70 0.0225
O 1.95 2.33 -0.17 -0.3723
S 1.36 0.68 0.17 0.9087
H -1.68 0.29 1.61 0.0138
H -0.64 1.59 2.48 0.1086
H -0.32 -0.17 2.39 0.0569
H -0.68 -2.35 0.30 0.0747
H -1.98 -1.28 -0.07 0.0179
H 1.25 2.77 0.39 0.0401
H 2.04 0.74 -2.00 0.0514
H 0.58 0.28 -1.99 0.0278
H -0.13 -2.59 -1.88 0.0523

Run B
16
Properties=species:S:1:pos:R:3:lowdin_charge:R:1 method="wB97M-V/def2-TZVPD" e_lumo_ev=0.832
C 0.33 -1.67 0.48 -0.1496
C -0.50 0.42 1.63 -0.1269
N 0.33 0.85 -2.34 -0.0067
N -0.82 1.25 -1.50 -0.2736
N -0.41 -0.44 0.46 -0.4477
O -1.39 -1.26 -1.70 -0.5025
S -1.54 -0.09 -0.77 0.9226
H 0.43 -2.03 -0.55 0.0671
H 1.21 -1.57 1.11 0.0762
H -0.11 -2.58 1.00 0.0922
H -0.17 1.39 1.26 0.0748
H -1.41 0.40 2.16 0.0478
H 0.19 0.05 2.48 0.1116
H 1.25 0.85 -1.87 0.0841
H 0.18 -0.04 -2.65 -0.0077
H -1.46 1.73 -2.05 0.0381

What is the stability order? It is run B, run A, from most stable to least stable.

Run A
15
Properties=species:S:1:pos:R:3:lowdin_charge:R:1 method="wB97M-V/def2-TZVPD" e_lumo_ev=-0.683
C 1.45 -0.31 0.04 -0.3197
C 1.09 -1.72 0.18 -0.1898
N 0.40 2.32 0.25 -0.6848
N -1.54 1.05 -0.91 -0.5593
N -1.19 -1.68 -0.49 -0.2791
O 0.00 -2.22 -0.10 -0.1369
P -0.80 2.53 -0.71 0.7177
P 0.76 1.12 1.29 0.6670
P -1.59 -0.29 0.23 0.3040
Cl -3.60 -0.41 0.11 0.2617
H 2.47 -0.13 0.11 0.0366
H 1.14 -0.15 -0.96 0.0756
H 1.81 -2.59 0.58 0.1861
H -2.49 0.89 -1.38 -0.0027
H 2.09 1.57 1.75 -0.0763

Run B
15
Properties=species:S:1:pos:R:3:lowdin_charge:R:1 method="wB97M-V/def2-TZVPD" e_lumo_ev=-0.327
C 0.67 1.85 1.05 0.0231
C 0.15 0.87 0.39 -0.2778
N -1.52 -3.40 0.02 -0.6522
N -0.49 -2.96 -2.27 -0.5807
N -0.10 -1.33 -0.31 -0.5517
O 0.79 -0.32 0.33 -0.2276
P -1.77 -3.74 -1.46 0.7687
P -0.43 -2.58 0.81 0.6459
P 0.90 -2.09 -1.68 0.5069
Cl 0.79 -0.49 -2.94 0.2090
H 0.18 2.65 1.47 0.0375
H 1.53 1.74 1.59 0.0370
H -0.78 1.06 -0.10 0.1141
H -0.58 -2.95 -3.31 0.0151
H -1.18 -1.73 1.55 -0.0673

What is the stability order? It is run B, run A, from most stable to least stable.

Run A
50
Properties=species:S:1:pos:R:3:lowdin_charge:R:1 method="wB97M-V/def2-TZVPD" e_lumo_ev=0.747
N -3.79 -4.72 0.94 -0.0311
C -2.69 -3.94 0.75 -0.1655
C -1.58 -4.74 0.83 -0.0611
C -2.12 -6.11 1.09 -0.0445
C -3.52 -5.97 1.08 -0.1750
H -4.81 -4.40 0.89 0.2000
H -2.76 -3.03 0.37 0.0530
H -0.51 -4.33 0.62 0.1183
H -1.66 -6.97 1.13 0.0149
H -4.30 -6.63 1.19 0.0875
N 6.46 -1.67 0.15 0.0434
C 5.97 -2.25 -1.10 -0.1134
C 4.60 -2.37 -1.06 -0.0805
C 4.20 -1.83 0.31 -0.0896
C 5.35 -1.43 0.92 -0.1587
H 7.28 -1.36 0.40 0.0649
H 6.59 -2.16 -2.00 0.1001
H 3.98 -2.91 -1.76 0.0798
H 3.21 -1.92 0.78 0.0808
H 5.42 -0.95 1.81 0.0765
N -4.29 4.73 1.02 -0.0008
C -4.79 3.50 1.62 -0.0767
C -4.24 2.48 0.88 -0.0770
C -3.35 3.14 -0.14 -0.1360
C -3.46 4.44 -0.01 -0.2070
H -4.64 5.68 1.16 0.1492
H -5.41 3.59 2.46 0.0851
H -4.51 1.48 1.06 0.0742
H -2.94 2.43 -0.83 0.0747
H -2.72 5.12 -0.45 0.1134
N 0.34 3.44 -1.96 -0.0379
C 0.66 4.28 -0.88 -0.1422
C 1.98 4.09 -0.70 -0.0825
C 2.46 2.87 -1.52 -0.0887
C 1.53 2.78 -2.46 -0.1532
H -0.69 3.18 -2.20 0.1738
H -0.19 4.79 -0.35 0.1187
H 2.34 4.53 0.11 0.0360
H 3.38 2.25 -1.47 0.1121
H 1.51 2.07 -3.27 0.1081
N 0.46 0.95 -0.19 0.0167
C 1.25 -0.24 -0.48 -0.1210
C 0.50 -1.32 -0.11 -0.0853
C -0.70 -0.78 0.68 -0.0805
C -0.72 0.58 0.46 -0.1399
H 0.77 1.85 -0.40 0.0371
H 2.02 -0.14 -1.23 0.0924
H 1.07 -2.20 -0.17 0.0519
H -1.40 -1.28 1.29 0.0489
H -1.55 1.42 0.74 0.1365

Run B
50
Properties=species:S:1:pos:R:3:lowdin_charge:R:1 method="wB97M-V/def2-TZVPD" e_lumo_ev=0.407
N 52.20 33.99 15.50 -0.0247
C 53.46 33.84 15.39 -0.2342
C 53.92 33.12 16.48 -0.0795
C 52.78 33.05 17.45 -0.0590
C 51.77 33.66 16.77 -0.1355
H 51.61 34.43 14.71 0.1459
H 54.02 34.25 14.56 0.1274
H 54.99 32.84 16.69 0.1101
H 52.62 32.53 18.30 0.0522
H 50.76 33.96 16.93 0.0955
N 55.15 30.20 13.93 -0.0575
C 55.82 31.42 13.78 -0.1835
C 56.92 31.12 13.07 -0.1171
C 56.83 29.65 12.81 -0.1301
C 55.59 29.05 13.22 -0.0964
H 53.97 30.27 14.22 0.1589
H 55.48 32.37 14.10 0.0684
H 57.65 32.03 12.83 0.1254
H 57.42 28.88 12.47 0.0300
H 55.01 28.04 12.95 0.1502
N 52.24 30.92 14.78 -0.0073
C 51.81 30.46 13.56 -0.1168
C 51.84 29.03 13.61 -0.0571
C 52.32 28.67 14.99 -0.0813
C 52.41 29.89 15.66 -0.1581
H 52.24 31.85 15.03 0.0592
H 51.42 31.02 12.73 0.0938
H 51.44 28.43 12.88 0.0479
H 52.41 27.62 15.36 0.0953
H 52.53 30.08 16.73 0.1167
N 49.37 34.87 14.38 -0.0809
C 49.73 35.94 13.61 -0.1819
C 50.38 35.42 12.58 -0.1200
C 50.36 33.90 12.70 -0.0987
C 49.50 33.62 13.77 -0.1287
H 48.85 34.99 15.30 0.1735
H 49.60 36.90 14.10 0.1192
H 50.92 36.12 11.71 0.1575
H 50.76 33.25 11.97 0.0632
H 48.89 32.78 14.31 0.1560
N 50.39 24.22 18.73 -0.0124
C 51.24 25.35 18.59 -0.0663
C 50.44 26.26 17.84 -0.0773
C 49.10 25.67 17.78 -0.1492
C 49.14 24.42 18.21 -0.1806
H 50.45 23.39 19.23 0.1147
H 52.12 25.46 19.01 0.0392
H 50.75 27.23 17.21 0.1170
H 48.19 26.10 17.47 0.0719
H 48.31 23.62 18.22 0.1448

What is the stability order? It is run A, run B, from most stable to least stable.

Run A
9
Properties=species:S:1:pos:R:3:lowdin_charge:R:1 method="wB97M-V/def2-TZVPD" e_lumo_ev="-1.550 / -1.409"
C -1.55 0.81 0.27 -0.7845
C 1.31 -0.36 -0.51 -1.0204
P -0.45 -1.01 -0.51 0.7840
S 1.89 -0.54 1.14 0.5802
I -3.58 0.21 0.48 0.5762
H -1.68 1.59 -0.50 -0.1035
H 1.83 -1.13 -1.21 0.0482
H 1.60 0.60 -0.95 0.0216
H 0.63 -0.18 1.78 -0.1019

Run B
9
Properties=species:S:1:pos:R:3:lowdin_charge:R:1 method="wB97M-V/def2-TZVPD" e_lumo_ev="-1.668 / -1.671"
C 1.01 1.13 -0.86 -0.2696
C -0.34 -0.56 0.53 -0.8713
P -0.32 1.29 0.04 0.3942
S 0.57 -1.42 1.77 0.6599
I -2.46 1.79 -1.29 0.1531
H 1.53 1.20 -1.84 -0.0133
H -1.30 -0.61 1.03 -0.0045
H -0.43 -1.10 -0.39 0.0224
H 1.75 -1.73 1.00 -0.0710

What is the stability order? It is run B, run A, from most stable to least stable.

Run A
42
Properties=species:S:1:pos:R:3:lowdin_charge:R:1 method="wB97M-V/def2-TZVPD" e_lumo_ev=-0.004
O 1.57 -1.62 0.23 0.0111
C 0.79 -0.74 0.57 -0.3972
N 0.42 -0.73 1.88 0.0882
C -0.60 0.04 2.59 -0.2689
O -1.90 -0.04 2.11 -0.0450
C 0.38 0.44 -0.31 -0.1394
N 0.65 1.70 0.40 -0.0974
C 1.75 2.41 -0.29 -0.1027
H 0.86 -1.43 2.46 0.1431
H -0.25 1.07 2.57 0.1006
H -0.53 -0.28 3.63 0.1256
H -2.09 0.56 1.38 0.0803
H -0.69 0.23 -0.52 0.1096
H 0.64 0.54 -1.36 0.1032
H -0.12 2.37 0.32 0.0591
H 2.10 3.22 0.37 0.0811
H 2.56 1.69 -0.43 0.0703
H 1.53 2.87 -1.27 0.0784
H -2.87 -1.19 -1.76 0.0407
H -2.87 -1.32 -0.21 0.0278
O -2.94 -0.69 -0.94 -0.0473
H -2.59 2.57 -0.99 0.0749
H -1.80 3.50 -0.12 0.0692
O -1.74 2.63 -0.54 -0.0481
H -0.33 1.80 -3.54 -0.0004
H -0.37 2.85 -2.40 -0.0136
O -0.76 2.61 -3.24 -0.0659
H 2.82 -1.40 -1.11 -0.0069
H 3.31 -0.06 -1.59 0.0106
O 3.39 -1.00 -1.80 -0.0662
H 1.47 -2.98 -2.50 0.0444
H 0.89 -2.03 -1.56 -0.0130
O 0.64 -2.85 -2.01 -0.0577
H -0.41 -0.65 -4.38 0.0661
H 0.38 -1.04 -3.30 0.0230
O -0.10 -0.23 -3.56 -0.0636
H -2.86 -1.82 2.63 0.0321
H -1.60 -2.12 2.23 -0.0014
O -2.45 -2.59 2.20 -0.0670
H 1.38 1.24 3.96 0.0496
H 2.28 0.15 3.57 0.0651
O 1.48 0.30 4.08 -0.0522

Run B
42
Properties=species:S:1:pos:R:3:lowdin_charge:R:1 method="wB97M-V/def2-TZVPD" e_lumo_ev=0.119
N -1.39 1.72 1.99 0.0948
C -0.65 1.55 0.73 -0.2200
C 0.66 2.50 0.71 -0.3734
C 1.71 1.79 -0.13 -0.0509
O 1.13 2.77 2.01 -0.0225
C -0.45 0.06 0.40 -0.4753
N -0.56 -0.39 -0.86 0.2232
O -0.06 -0.65 1.34 -0.0339
H -1.79 2.61 2.10 0.0669
H -0.69 1.44 2.55 -0.0212
H -1.29 2.05 -0.06 0.1328
H 0.49 3.59 0.43 0.1515
H 2.70 2.16 0.26 0.0989
H 1.79 0.68 -0.03 0.0687
H 1.73 1.97 -1.26 0.0940
H 1.23 1.97 2.47 0.0411
H -0.72 0.17 -1.76 0.1463
H -0.33 -1.37 -0.88 0.0739
H -0.09 -4.36 0.83 0.0485
H 0.97 -3.42 1.20 -0.0330
O 0.49 -3.71 0.48 -0.0079
H -1.31 3.90 -2.04 0.0147
H 0.19 3.64 -1.97 0.0486
O -0.64 3.62 -1.48 -0.0297
H 1.68 -1.56 1.19 0.0307
H 1.79 -1.52 2.61 -0.0934
O 1.92 -2.04 1.96 0.0499
H 1.31 -1.36 -3.47 0.0566
H 0.29 -2.45 -3.37 -0.0226
O 0.48 -1.68 -3.88 -0.0451
H -2.06 -1.84 0.76 0.0756
H -3.17 -2.44 1.58 0.0371
O -2.77 -2.62 0.72 -0.1113
H 0.42 -0.52 2.98 0.0723
H -0.37 0.04 4.11 -0.0667
O 0.43 0.11 3.81 -0.0173
H -1.78 -3.43 -1.45 0.0859
H -0.11 -3.44 -1.32 0.0273
O -0.89 -3.30 -1.93 -0.1198
H 0.33 0.61 -3.70 -0.0420
H -0.62 1.73 -4.15 0.0683
O 0.00 1.43 -3.48 -0.0214

What is the stability order? It is run A, run B, from most stable to least stable.

Run A
16
Properties=species:S:1:pos:R:3:lowdin_charge:R:1 method="wB97M-V/def2-TZVPD" e_lumo_ev=1.084
C -1.34 -1.37 -0.08 -0.1757
C -0.32 -0.60 0.32 -0.4576
C -0.52 0.89 0.75 -0.2348
C 0.98 -0.49 -0.48 -0.2456
H -1.00 -2.33 -0.77 0.1490
H -2.16 -1.60 0.56 0.0702
H -1.91 -0.82 -0.96 0.1137
H -0.21 -1.22 1.29 0.1677
H -1.27 1.14 1.36 0.0631
H 0.31 1.05 1.45 0.1100
H 0.12 1.55 -1.20 0.0837
H -1.47 2.37 -0.61 0.1274
H 0.93 0.14 -1.54 0.1562
H 1.20 -1.51 -0.88 0.1160
N -0.76 1.52 -0.56 -0.0391
F 2.00 0.00 0.23 -0.0042

Run B
16
Properties=species:S:1:pos:R:3:lowdin_charge:R:1 method="wB97M-V/def2-TZVPD" e_lumo_ev="0.778 / 0.500"
C -1.92 1.52 -0.20 0.0601
C 1.13 0.21 -1.26 -0.0579
C 0.36 -1.33 1.07 -0.1227
C 0.82 0.79 0.11 -0.3438
N 1.13 -0.17 1.09 -0.0595
F 1.34 2.06 0.35 -0.0009
H -1.92 0.60 -0.83 0.0004
H -1.62 1.55 0.76 -0.0834
H -1.64 2.47 -0.74 0.0099
H 0.31 -0.36 -1.78 0.0843
H 1.98 -0.36 -1.07 0.0552
H 1.26 1.00 -2.07 0.1005
H -0.63 -1.15 1.53 0.1020
H 0.27 -1.62 0.05 0.0641
H 0.86 -2.11 1.59 0.0755
H 1.32 0.12 2.01 0.1161

What is the stability order? It is run A, run B, from most stable to least stable.